Formula: C10H16O
Source: the OMol25 dataset
Level of theory: ωB97M-V/def2-TZVPD

Each line ends with the Mulliken charge.
Cartesian coordinates (Å):
C1 -2.94373 -1.79695 0.54096  -1.416
C2 -0.45819 -1.71367 -0.01549  -0.393
C3 -1.73688 -1.17815 -0.10306  0.631
C4 0.54737 -1.19553 -0.81721  -0.384
C5 0.34167 -0.08252 -1.62425  0.554
C6 -1.95107 -0.20297 -1.07875  -0.344
C7 -0.95592 0.32966 -1.89459  -0.812
O1 1.38142 0.47673 -2.27934  -0.600
H1 -0.21788 -2.55835 0.61981  0.359
H2 1.48738 -1.72844 -0.90884  0.314
H3 -3.80059 -1.84261 -0.13303  0.354
H4 -3.37665 -1.25405 1.38996  0.285
H5 -2.95814 0.12562 -1.31659  0.317
H6 2.30811 0.25571 -2.14407  0.344
H7 -1.18069 1.11341 -2.60384  0.409
H8 -2.69477 -2.79283 0.90774  0.351
C8 1.46857 1.11425 1.64210  0.577
C9 0.47197 2.11600 2.18744  -1.296
C10 2.89655 1.35737 2.09241  -1.308
H9 1.13564 0.08564 1.80588  0.142
H10 1.44551 1.07362 0.54651  -0.104
H11 0.75731 3.15128 1.99570  0.329
H12 0.44858 2.07436 3.28483  0.340
H13 3.52615 0.46781 2.04159  0.361
H14 3.39379 2.16272 1.54593  0.320
H15 -0.54574 1.85405 1.89606  0.347
H16 2.94677 1.68620 3.13538  0.322

Output
Energy above the lowest of the compared OMol25 structures with the same formula, charge and spin in eV: 1.244
HOMO in eV: -8.320
Frontier orbital gap in eV: 9.10
LUMO level in eV: 0.78